Arrangement P

Computed, not measured: one molecule with the formula C5H9B, with wB97M-V/def2-TZVPD.

## Properties
Gap between HOMO and LUMO, Eh: 0.372

Last columns: bonded neighbours and bond lengths (Å).
Atoms and positions in Å:
1 C 1.707 0.365 -1.465  B2 1.634, H7 1.158, H8 1.063, H9 1.100
2 B 0.544 0.187 -0.331  C1 1.634, C3 1.725, C6 1.748
3 C 0.759 0.679 1.309  B2 1.725, C4 1.355, H10 1.087
4 C -0.500 0.294 1.629  C3 1.355, C5 1.546, H11 1.063
5 C -1.378 -0.617 0.740  C4 1.546, C6 1.543, H12 1.169, H13 1.075
6 C -1.005 -0.504 -0.752  B2 1.748, C5 1.543, H14 1.063, H15 1.055
7 H 2.040 -0.704 -1.759  C1 1.158
8 H 2.491 0.874 -0.959  C1 1.063
9 H 1.282 0.622 -2.446  C1 1.100
10 H 1.332 1.380 1.911  C3 1.087
11 H -1.144 0.526 2.442  C4 1.063
12 H -2.459 -0.242 0.978  C5 1.169
13 H -1.215 -1.578 1.195  C5 1.075
14 H -0.838 -1.451 -1.204  C6 1.063
15 H -1.616 0.170 -1.285  C6 1.055



Arrangement Q

Computed, not measured: a 2-piece molecular cluster, C5H9B overall, with wB97M-V/def2-TZVPD.

## Properties
Gap between HOMO and LUMO, Eh: 0.278

Last columns: bonded neighbours and bond lengths (Å).
Atoms and positions in Å:
1 B -0.529 0.015 -0.154  C5 1.615, C6 1.592
2 C 2.769 0.494 0.560  C3 1.323, C4 1.472, H7 1.031
3 C 2.746 -0.569 -0.228  C2 1.323, C4 1.466, H8 1.086
4 C 1.786 0.495 -0.536  C2 1.472, C3 1.466, H9 0.991
5 C -1.476 1.310 0.029  B1 1.615, H10 1.039, H11 1.078, H12 1.091
6 C -1.074 -1.457 0.110  B1 1.592, H13 1.146, H14 1.057, H15 1.100
7 H 3.117 0.863 1.457  C2 1.031
8 H 3.295 -1.456 -0.532  C3 1.086
9 H 1.747 1.082 -1.332  C4 0.991
10 H -0.839 2.124 0.133  C5 1.039
11 H -1.923 1.114 0.989  C5 1.078
12 H -2.035 1.171 -0.897  C5 1.091
13 H -1.856 -1.703 -0.691  C6 1.146
14 H -1.639 -1.394 1.001  C6 1.057
15 H -0.281 -2.195 0.304  C6 1.100



The most stable of them is arrangement P.